Below is a structure of composition C13H11ClFNOSZn, with properties calculated with wB97M-V/def2-TZVPD.

As for the HOMO energy: -8.300 eV. As for the total charge: 0. The energy comes out at -91688.4891 eV.

Geometry as XYZ:
```
30
Properties=species:S:1:pos:R:3:forces:R:3
Zn -0.289775 -0.757721 0.532634 0.46 0.23 -0.60
O 0.347398 0.486178 2.274667 -0.11 0.08 0.26
N 0.341148 1.691348 2.216309 0.06 0.01 -0.36
S 0.138004 2.322839 0.612661 0.05 -0.06 0.18
C -0.018232 4.025766 1.042199 -0.02 0.07 0.02
C -1.265233 4.545852 1.370686 0.04 0.02 0.00
C -1.381953 5.890455 1.684398 0.01 -0.04 -0.01
C -0.260234 6.706262 1.660832 -0.01 0.06 0.02
C 0.980695 6.187449 1.322891 0.01 -0.04 -0.01
C 1.106212 4.843523 1.007182 -0.07 0.01 0.02
H -2.130891 3.898948 1.379446 -0.04 -0.03 0.00
H -2.346936 6.301331 1.944714 -0.04 0.01 0.01
H -0.355468 7.756009 1.904810 0.00 0.01 0.00
H 1.850566 6.828780 1.303272 0.03 0.01 0.00
H 2.064840 4.425824 0.737441 0.06 -0.03 -0.02
F 1.282322 -0.362312 -0.302264 -0.26 -0.20 0.32
Cl -3.678372 2.186151 -4.591939 0.01 -0.02 0.03
C -3.256109 1.242100 -3.189101 -0.02 0.04 -0.08
C -2.620180 0.022587 -3.350822 -0.02 0.05 0.01
C -2.285895 -0.720182 -2.231973 0.02 0.01 0.00
C -2.580853 -0.272015 -0.944495 -0.06 0.00 0.00
C -2.197723 -1.062654 0.267010 -0.06 -0.07 0.22
C -3.221464 0.959608 -0.819165 0.00 -0.01 0.00
C -3.560797 1.719077 -1.927233 0.01 0.00 -0.03
H -2.385180 -0.335705 -4.342638 0.00 -0.01 -0.03
H -1.773453 -1.664978 -2.364165 0.01 -0.04 0.01
H -2.383000 -2.126231 0.131466 -0.04 -0.06 -0.06
H -2.768944 -0.734016 1.133752 -0.01 -0.03 0.05
H -3.469236 1.328353 0.168764 -0.01 0.01 0.04
H -4.061487 2.670684 -1.815625 -0.01 0.02 0.00
```
Positions in Å, forces in eV/Å.

=====

Below is the molecule C3H8BNO, with properties calculated with wB97M-V/def2-TZVPD.

As for the HOMO energy: -8.568 eV. As for the total charge: 0. The energy comes out at -7450.6266 eV.

Geometry as XYZ:
```
14
Properties=species:S:1:pos:R:3:forces:R:3
B 2.036224 0.143315 -0.153553 -1.49 -2.34 1.43
C 0.482503 0.014038 0.309588 0.27 -2.52 1.16
C -0.402413 1.006266 -0.312692 -1.19 0.46 -1.41
N -1.769477 0.705402 0.089215 -1.02 0.31 1.04
O -1.824951 -0.734520 0.201723 0.94 -0.58 -0.68
C -0.510708 -1.333459 -0.047612 0.48 0.69 2.27
H 2.966479 -0.464765 0.327545 -0.47 0.43 0.18
H 2.209005 0.686900 -1.121879 0.42 1.21 -1.51
H 0.305335 0.025111 1.444514 0.64 0.11 -1.34
H -0.141375 2.048743 -0.138024 -0.22 0.06 0.08
H -0.407856 0.801302 -1.419723 0.27 0.59 0.75
H -2.067498 1.007024 1.057700 1.09 -0.21 -1.30
H -0.482981 -1.825406 -1.072962 0.27 0.87 1.26
H -0.392287 -2.079949 0.836157 0.02 0.92 -1.92
```
Positions in Å, forces in eV/Å.

=====

Below is the ion C3H5N2O2S with charge +1, with properties calculated with wB97M-V/def2-TZVPD.

As for the HOMO energy: -14.920 eV. As for the total charge: +1. The energy comes out at -21092.1343 eV.

Geometry as XYZ:
```
13
Properties=species:S:1:pos:R:3:forces:R:3
O 2.672754 -1.372470 -0.221965 0.09 0.30 -0.17
N 2.522634 -0.758240 0.728842 0.07 -0.62 0.17
O 1.086024 -0.321812 0.912741 0.34 0.67 -0.03
C 0.469277 0.174651 -0.242321 0.12 -0.52 0.81
C -0.311143 1.415200 0.121886 -0.03 -0.23 -0.19
S -1.535076 0.722887 1.309732 -0.33 0.23 -0.23
C -1.647218 -0.611956 0.275633 -0.07 0.11 -0.07
N -0.656313 -0.762231 -0.554509 -0.06 0.13 -0.31
H 1.225528 0.268926 -1.019593 -0.52 0.01 -0.53
H 0.284596 2.254807 0.460376 -0.05 -0.11 0.36
H -0.944108 1.684356 -0.724151 0.24 0.40 -0.07
H -2.521011 -1.251235 0.256982 0.14 -0.20 0.12
H -0.645942 -1.442882 -1.303652 0.07 -0.17 0.16
```
Positions in Å, forces in eV/Å.

=====

Below is the molecule C3H8O2SSi, with properties calculated with wB97M-V/def2-TZVPD.

As for the HOMO energy: -7.426 eV. As for the total charge: 0. The energy comes out at -26045.3118 eV.

Geometry as XYZ:
```
15
Properties=species:S:1:pos:R:3:forces:R:3
C 0.619002 -0.644696 0.149420 -1.04 -2.81 -1.26
C 1.579183 -1.890690 0.294205 -2.13 1.87 -0.15
C -1.577969 0.126115 -0.672062 0.42 0.58 -1.09
O 1.089274 0.477733 0.007595 1.69 1.82 0.74
O -0.608985 -0.850717 -0.093316 0.33 -2.97 0.78
Si 0.215267 2.009532 -0.089587 -0.67 -0.65 1.48
S -3.107769 -0.134612 0.288147 1.51 0.81 0.03
H 2.294874 -1.714503 -0.495777 0.97 0.11 0.57
H 1.847232 -2.065582 1.334460 0.67 0.26 -0.31
H 1.016851 -2.720489 -0.056122 -0.69 -0.82 -0.03
H -1.706358 -0.319107 -1.721440 0.00 0.70 1.43
H -0.951271 2.344960 0.830601 0.74 0.04 -0.43
H 0.306763 2.130575 -1.462486 -0.32 0.87 -1.98
H 1.477426 2.631795 0.439619 -0.53 0.42 0.17
H -2.493522 0.619693 1.246740 -0.97 -0.23 0.03
```
Positions in Å, forces in eV/Å.

=====

Below is the ion C11H15N2 with charge +1, with properties calculated with wB97M-V/def2-TZVPD.

As for the HOMO energy: -12.059 eV. As for the total charge: +1. The energy comes out at -14621.8206 eV.

Geometry as XYZ:
```
28
Properties=species:S:1:pos:R:3:forces:R:3
C -0.427611 1.877163 -0.937660 1.14 0.68 -1.85
C -0.811199 0.598359 -0.280466 1.94 -2.63 2.14
C 0.177397 0.274032 1.051073 0.07 2.98 0.04
N 1.545953 -0.029022 0.668466 -1.69 -1.70 -0.30
C 2.619769 0.774444 0.716674 1.40 1.46 0.60
C 3.603065 0.126082 0.055412 0.15 0.72 -0.37
N 3.037979 -0.998768 -0.470713 0.34 0.27 1.47
C 1.819897 -1.199422 0.031896 -0.57 2.64 -0.72
C -0.763427 -0.731993 -1.060933 1.18 1.49 -2.07
C -1.663604 -1.672556 -0.773602 0.72 -2.72 -2.72
C -2.505492 -1.600829 0.393167 -0.40 -1.16 0.71
C -2.770529 -0.409973 0.877876 -2.28 -1.07 3.68
C -2.198997 0.716028 0.243030 0.29 3.82 -0.79
H -0.325988 2.694770 -0.204948 0.08 -0.35 -0.28
H -1.135036 2.234182 -1.728659 0.20 -0.53 0.80
H 0.520227 1.743706 -1.523176 -0.45 0.31 0.72
H -0.181282 -0.573406 1.546477 -0.85 -1.33 0.59
H 0.313170 1.065960 1.888347 -0.79 -0.80 -1.68
H 2.751636 1.755946 1.233337 -0.76 -1.19 -0.46
H 4.624192 0.441469 -0.081834 -0.02 -0.31 -0.17
H 3.611903 -1.714993 -0.759544 1.26 -1.98 -1.33
H 0.997008 -1.760843 -0.425877 0.69 -0.46 0.78
H 0.013098 -0.848425 -1.935219 -1.93 0.30 1.49
H -1.709108 -2.562636 -1.556734 0.03 1.60 2.16
H -2.858583 -2.447907 0.984184 0.06 -0.19 -0.86
H -3.441917 -0.349463 1.846025 1.46 0.19 -2.16
H -2.756522 0.990270 -0.679248 -0.26 0.11 0.61
H -2.085995 1.607820 0.882643 -1.01 -0.16 -0.05
```
Positions in Å, forces in eV/Å.

=====

Below is a structure of composition C31H60Cl2N6O12P2SSn, with properties calculated with wB97M-V/def2-TZVPD.

As for the HOMO energy (alpha / beta): -4.513 / -3.589 eV. As for the total charge: 0. The energy comes out at -126922.0724 eV.

Geometry as XYZ:
```
115
Properties=species:S:1:pos:R:3:forces:R:3
Sn 13.220494 8.619137 12.467106 0.70 0.51 1.14
N 13.324994 6.350331 12.408784 -1.34 -2.36 -0.47
C 12.387125 5.810701 11.339005 -0.80 -1.38 1.10
C 12.304577 6.663804 10.073761 0.90 1.05 1.43
N 12.245644 8.118328 10.461158 -1.03 -1.71 -0.44
C 10.876968 8.666095 10.535231 0.90 1.36 -0.01
C 10.975236 10.125890 11.059801 -1.79 -0.51 -1.10
N 12.286551 10.478139 11.527574 -0.25 0.04 -0.51
H 13.073434 5.948715 13.352069 0.45 0.50 -1.43
H 14.305782 6.153317 12.179678 -0.35 -0.20 0.12
H 12.649223 4.763834 11.106767 0.21 0.41 -0.33
H 11.375138 5.685778 11.774176 0.70 0.54 0.05
H 13.218190 6.422339 9.528880 -0.15 0.57 -0.51
H 11.403557 6.497926 9.511487 -0.16 -0.75 -0.39
H 12.811574 8.676682 9.857029 0.43 0.47 -0.81
H 10.311130 8.754989 9.591621 0.36 -0.85 0.19
H 10.399555 8.119185 11.310119 -0.90 -0.85 0.23
H 10.624829 10.830994 10.286152 0.25 -0.31 0.30
H 10.260611 10.186364 11.883324 0.24 0.24 0.11
H 12.905160 10.668786 10.727023 -0.23 0.48 0.43
H 12.043957 11.246379 12.115263 0.84 1.12 0.68
C 10.468141 16.428328 15.641993 0.71 0.51 0.64
C 10.609289 14.968660 15.346430 1.69 -0.39 -1.48
C 11.730839 14.308843 16.110174 0.93 -0.28 1.29
O 11.114474 14.924734 13.958923 -0.17 0.61 -0.51
P 10.724434 13.992978 12.751804 -1.73 -0.40 0.63
O 10.899318 12.538711 13.063284 -0.14 1.47 -0.89
C 11.657955 14.836690 11.448459 1.62 -0.02 -1.34
P 11.955104 13.970184 9.804302 -1.48 -1.79 0.53
O 10.984429 12.849507 9.525338 1.32 1.98 0.32
O 12.021565 15.091952 8.662508 0.35 -0.59 0.62
C 10.840234 15.530012 7.926638 0.02 1.23 1.58
C 10.696970 14.751904 6.658872 1.56 -0.29 0.35
C 10.962546 17.048722 7.820717 -0.19 0.46 -0.90
O 13.437719 13.419517 10.006493 0.36 1.12 -0.23
C 14.727310 14.194691 10.231334 -2.52 0.78 0.16
C 15.685646 13.192013 10.764740 -0.31 -1.46 0.39
C 15.081733 14.943270 8.961226 -0.31 -1.42 -1.24
O 9.179793 14.480657 12.417171 0.59 -1.30 0.00
C 8.091841 13.482441 12.041791 0.66 1.74 -0.72
C 7.543670 12.901098 13.253345 0.67 -1.19 3.24
C 6.954557 14.301128 11.456093 0.35 0.73 -2.63
H 10.356898 16.659693 16.701519 -0.07 -0.35 0.14
H 9.648932 16.908444 15.143183 -0.36 0.08 -0.53
H 11.418394 16.885101 15.345176 -0.25 0.15 -0.09
H 9.686080 14.419897 15.383561 -0.43 -0.33 0.18
H 12.764647 14.742750 15.988874 -1.31 0.37 -0.08
H 11.943580 13.257745 15.853713 -0.84 0.24 0.06
H 11.449023 14.407425 17.170514 0.40 -0.39 -0.09
H 12.751194 14.994083 11.697966 -1.37 -0.02 0.49
H 11.219142 15.833782 11.289190 0.00 -0.40 0.13
H 9.979690 15.379350 8.597915 0.06 -0.29 -0.31
H 11.705506 14.573586 6.234750 -0.56 0.38 -0.08
H 10.045814 15.242238 5.971634 -0.44 0.24 -0.57
H 10.338504 13.786557 6.937765 -0.48 -0.78 -0.08
H 11.855939 17.415877 7.263286 -0.31 -0.53 0.63
H 10.880316 17.563208 8.813990 0.08 -0.52 -0.97
H 10.127713 17.332062 7.152004 0.10 0.28 0.61
H 14.563195 14.990001 10.980148 -0.45 -0.47 0.07
H 16.502302 13.222697 10.103862 1.39 -0.57 -0.77
H 15.289719 12.135339 10.875874 0.24 1.30 -0.60
H 16.045775 13.434076 11.743476 0.23 0.44 0.46
H 15.387837 14.170548 8.235251 0.28 0.30 0.09
H 15.915365 15.620169 9.136142 -0.13 0.17 -0.07
H 14.196039 15.394426 8.454509 0.83 0.14 0.91
H 8.593774 12.789172 11.361618 -0.45 -0.02 -0.03
H 6.955318 13.653996 13.824145 0.28 -0.58 -0.38
H 8.374143 12.569983 13.914393 -0.40 0.18 -0.23
H 6.969967 11.983711 13.133576 -0.30 0.18 -0.44
H 6.516199 14.988252 12.176640 0.33 0.06 0.16
H 6.105891 13.664270 11.110763 0.80 0.19 0.18
H 7.322587 14.910006 10.557293 -0.63 -0.79 1.15
Cl 12.616514 5.967982 16.104898 -1.10 0.36 -0.66
C 11.196416 7.127571 15.679275 0.99 0.91 1.49
Cl 9.696389 6.687855 16.499695 0.23 -0.27 -0.10
C 10.972558 7.335947 14.182672 2.14 3.75 -0.88
O 10.361586 6.633724 13.434805 -1.10 -1.78 -0.14
O 11.588708 8.467380 13.759659 -2.85 -2.04 2.42
H 11.579287 8.058496 16.186616 -0.63 -0.98 -0.98
O 14.012927 9.884488 9.455493 1.37 -0.09 0.69
C 15.049796 9.431292 10.018951 0.03 -0.60 0.44
N 15.117030 8.913143 11.316400 0.83 -1.09 -1.11
S 16.430713 7.856426 11.570549 0.68 2.21 0.21
O 17.265527 8.079316 12.775347 -1.99 -0.30 -1.62
O 15.992840 6.488736 11.317201 0.21 0.63 0.27
C 17.250458 8.543077 10.191789 -0.06 0.92 -1.89
C 18.565005 8.458000 9.783789 1.13 -0.20 -0.63
C 18.915930 8.805975 8.439282 -0.29 -0.64 1.41
C 17.940528 9.384764 7.612437 1.00 -0.55 0.92
C 16.692641 9.701496 8.069717 -1.45 -0.07 0.95
C 16.330956 9.276905 9.373292 1.25 -0.22 -0.62
H 19.336300 8.133990 10.499548 -0.41 -0.26 -0.55
H 19.914268 8.504768 8.053900 -0.82 0.60 0.36
H 18.230712 9.586297 6.629068 0.22 0.45 -1.45
H 15.941557 10.232547 7.451315 0.60 -0.43 0.48
C 17.041177 12.103046 15.378459 -0.25 -0.12 0.65
N 15.730200 11.630550 14.913061 0.25 -1.30 0.70
C 14.981896 12.590633 14.165935 -1.80 0.07 1.10
C 15.292708 10.283628 14.923416 -0.21 1.93 -0.53
O 14.464748 9.844291 14.087412 2.10 1.95 2.42
N 15.837681 9.562970 15.934162 -0.31 -2.65 -0.05
C 15.640926 8.082970 15.839692 1.36 -0.07 1.32
C 15.972930 10.004053 17.311334 -0.37 -1.20 0.38
H 17.621195 12.428541 14.480988 -0.16 -0.05 0.87
H 17.564737 11.278262 15.909951 -0.20 0.68 -0.62
H 16.898771 12.955599 16.136198 0.33 -1.02 -1.20
H 15.292248 13.601999 14.474262 0.05 -0.33 -0.41
H 13.904630 12.493636 14.490683 0.85 0.16 -0.72
H 15.066609 12.403074 13.113807 -0.13 0.24 -0.53
H 15.340085 7.791056 14.852179 -0.66 0.00 -0.18
H 15.048073 7.698138 16.700652 -0.43 0.48 -0.97
H 16.585993 7.521743 16.011459 -0.01 0.78 -0.22
H 15.352115 9.305397 17.945824 0.19 0.98 -0.53
H 15.641805 11.030430 17.416107 0.18 0.08 0.21
H 16.983762 9.805851 17.689130 0.04 0.56 -0.18
```
Positions in Å, forces in eV/Å.

=====

Below is a cluster of 2 separate species, C4H10N2O in total, with properties calculated with wB97M-V/def2-TZVPD.

As for the HOMO energy: -8.261 eV. As for the total charge: 0. The energy comes out at -9335.9144 eV.

Geometry as XYZ:
```
17
Properties=species:S:1:pos:R:3:forces:R:3
C 1.288990 1.786743 -1.077789 -0.11 -0.24 0.33
C 0.906183 1.018761 0.155588 0.11 -0.75 -0.39
O 0.610204 1.799564 1.221073 -0.05 0.59 0.23
N 0.824697 -0.234808 0.310937 0.20 0.59 0.46
N 1.165024 -1.113917 -0.686835 0.32 -0.05 -0.42
H 1.173898 2.847313 -0.881006 0.01 0.07 -0.09
H 2.325205 1.577118 -1.341813 0.03 0.00 -0.05
H 0.651767 1.501171 -1.917646 0.02 0.02 -0.01
H 0.399433 1.220660 1.964919 0.05 -0.12 -0.07
H 1.085346 -0.744928 -1.632931 -0.18 -0.11 0.14
H 0.619872 -1.960137 -0.566774 0.03 0.22 -0.14
C -1.608626 -1.037899 1.308811 -0.21 -0.13 0.13
C -2.069949 -1.527069 0.176362 -0.26 -0.17 -0.14
H -1.015014 -1.626604 1.986568 0.12 -0.13 0.10
H -1.814113 -0.025416 1.611318 -0.05 0.25 0.01
H -2.662885 -0.935764 -0.502524 -0.09 0.15 -0.09
H -1.880031 -2.544787 -0.128257 0.04 -0.18 0.01
```
Positions in Å, forces in eV/Å.

=====

Below is a structure of composition Cl2H4Si2, with properties calculated with wB97M-V/def2-TZVPD.

As for the HOMO energy: -9.964 eV. As for the total charge: 0. The energy comes out at -40864.9234 eV.

Geometry as XYZ:
```
8
Properties=species:S:1:pos:R:3:forces:R:3
Si 0.463670 -0.264651 -0.003219 0.55 -1.28 0.44
Si -1.746482 -0.329670 -0.651103 1.92 0.13 -2.95
Cl -2.441896 -2.177433 -0.813435 -0.40 -1.00 -0.23
Cl -1.125413 0.470753 -3.263587 -0.83 -0.71 2.63
H 1.020830 -1.721804 0.264682 -0.68 1.49 -0.22
H 1.165951 0.411660 -1.065016 0.37 0.17 -0.38
H 0.447740 0.586695 1.190475 0.14 -0.03 0.33
H -2.785666 0.390764 -0.055752 -1.07 1.23 0.37
```
Positions in Å, forces in eV/Å.

=====

Calculated energy relative to the best compared isomer or geometry (same formula, charge and spin) (eV), listed in the same order as above: 0.1242 5.4843 1.2552 3.4297 1.9191 6.5792 3.0731 1.5584